No. 1
Here is a gas-phase ion, C9H13N2O3S (charge +1) in a non-equilibrium geometry from the OMol25 dataset. Energies are from ωB97M-V with the def2-TZVPD basis set.

Structure (ORCA input):
```
! wB97M-V def2-TZVPD RIJCOSX def2/J DEFGRID3
* xyz 1 1
C 3.39 0.26 -0.88
C 3.66 -0.13 0.37
S 2.37 -0.76 1.19
C 1.29 -0.52 -0.12
C -0.14 -0.89 0.00
C -1.06 0.35 -0.58
N -2.26 0.62 0.18
C -1.92 1.66 1.17
C -0.57 2.20 0.61
O -0.39 1.56 -0.63
C -0.51 -2.08 -1.02
O -1.72 -2.57 -0.54
O -1.86 -2.03 0.85
N -0.72 -1.41 1.26
C 2.02 -0.11 -1.24
H 4.23 0.45 -1.59
H 4.73 -0.16 0.79
H -1.29 0.20 -1.61
H -2.65 -0.15 0.62
H -2.94 0.90 -0.47
H -1.84 1.15 2.14
H -2.75 2.55 1.23
H -0.42 3.36 0.41
H 0.24 1.90 1.29
H -0.55 -1.66 -1.94
H 0.34 -2.77 -0.98
H -0.14 -2.12 1.66
H 1.47 0.21 -2.16
*
```

Results
- E_LUMO (eV) = -3.118
- HOMO (eV) = -12.42
- orbital gap (eV) = 9.301
- energy above the lowest of the compared OMol25 structures with the same formula, charge and spin (eV) = 4.5689
- SMILES string = c1csc([C@@]2([C@H]3[NH2+]CCO3)COON2)c1

No. 2
Here is 2 unconnected molecules or ions with the total composition C9H13N3 in a non-equilibrium geometry from the OMol25 dataset. Energies are from ωB97M-V with the def2-TZVPD basis set.

Structure (ORCA input):
```
! wB97M-V def2-TZVPD RIJCOSX def2/J DEFGRID3
* xyz 0 1
C -0.54 -1.55 -1.39
C 0.21 1.69 -0.09
C -1.35 -2.40 -1.16
C 0.51 0.80 0.85
C 1.26 1.47 -1.17
C 2.27 -0.92 0.97
C -0.79 2.80 -0.17
C -2.35 -3.32 -0.79
C 0.01 0.55 2.21
N 1.23 2.15 -2.26
N 2.03 0.49 -0.74
N 1.66 0.07 0.37
H 0.05 -0.72 -1.37
H 2.09 -1.22 2.00
H 3.19 -1.29 0.59
H -1.57 2.78 0.67
H -1.18 2.74 -1.21
H -0.25 3.76 -0.05
H -3.36 -3.18 -1.30
H -2.61 -3.25 0.30
H -2.14 -4.49 -0.84
H -0.15 -0.65 2.02
H -0.97 1.11 2.51
H 0.78 0.67 3.00
H 1.99 1.92 -2.93
*
```

Results
- E_LUMO (eV) = -0.377
- HOMO (eV) = -8.03
- orbital gap (eV) = 7.649
- energy above the lowest of the compared OMol25 structures with the same formula, charge and spin (eV) = 4.6326

No. 3
Here is a single C9H13N3O4 molecule from the OMol25 dataset. Energies are from ωB97M-V with the def2-TZVPD basis set.

Structure (ORCA input):
```
! wB97M-V def2-TZVPD RIJCOSX def2/J DEFGRID3
* xyz 0 1
C 4.84 -0.77 -0.06
C 4.11 0.56 0.12
C 2.83 0.66 -0.70
C 1.76 -0.32 -0.24
O 0.55 -0.02 -0.95
C -0.54 -0.65 -0.55
O -0.58 -1.48 0.33
C -1.76 -0.20 -1.35
C -2.91 -0.02 -0.42
N -4.00 -0.65 -0.61
N -5.01 -0.50 0.25
C -4.99 0.25 1.41
O -5.92 0.33 2.16
N -3.79 0.91 1.59
C -2.69 0.85 0.76
O -1.67 1.47 0.99
H 5.04 -0.95 -1.11
H 4.25 -1.60 0.33
H 5.79 -0.76 0.47
H 4.78 1.37 -0.18
H 3.88 0.70 1.18
H 2.42 1.67 -0.61
H 3.05 0.48 -1.75
H 1.57 -0.22 0.83
H 2.04 -1.36 -0.45
H -2.01 -0.96 -2.09
H -1.51 0.74 -1.84
H -5.84 -1.04 0.05
H -3.71 1.48 2.43
*
```

Results
- E_LUMO (eV) = 0.139
- HOMO (eV) = -9.96
- orbital gap (eV) = 10.100
- energy above the lowest of the compared OMol25 structures with the same formula, charge and spin (eV) = 0.0000
- SMILES string = CCCCOC(=O)Cc1n[nH]c(=O)[nH]c1=O

No. 4
Here is a molecular structure, C9H13N3O5V from the OMol25 dataset. Energies are from ωB97M-V with the def2-TZVPD basis set.

Structure (ORCA input):
```
! wB97M-V def2-TZVPD RIJCOSX def2/J DEFGRID3
* xyz 0 4
V 0.21 0.21 -1.07
N 2.43 -0.07 -0.84
C 2.81 0.35 0.52
C 1.72 -0.06 1.51
N 0.38 0.38 1.08
C -0.06 1.72 1.51
C 0.35 2.81 0.52
N -0.07 2.43 -0.84
H 3.09 0.29 -1.52
H 2.44 -1.09 -0.92
H 3.76 -0.09 0.84
H 2.94 1.43 0.52
H 1.69 -1.15 1.55
H 1.97 0.31 2.51
H -0.29 -0.29 1.41
H -1.15 1.69 1.55
H 0.32 1.97 2.50
H -0.09 3.76 0.84
H 1.43 2.94 0.51
H -1.09 2.44 -0.92
H 0.29 3.09 -1.52
O -4.07 -4.07 -0.78
C -3.23 -3.23 -0.87
C -1.72 -3.46 -0.94
O -1.15 -4.53 -0.90
C -1.13 -2.12 -1.06
C -2.12 -1.13 -1.06
O -1.80 0.13 -1.14
C -3.46 -1.72 -0.94
O -4.53 -1.15 -0.90
O 0.13 -1.80 -1.14
*
```

Results
- E_LUMO (spin up / spin down) (eV) = -0.387 / -0.518
- HOMO (spin up / spin down) (eV) = -7.10 / -7.33
- orbital gap (spin up / spin down) (eV) = 6.712 / 6.815